Density functional theory data (ωB97M-V/def2-TZVPD) for C31H33ClN6OPb as an isolated structure.

Geometry as XYZ:
```
73
Properties=species:S:1:pos:R:3:forces:R:3:lowdin_charge:R:1
Pb -3.218640 0.911893 -1.882864 0.11 -0.04 -0.22 1.49
Cl 9.886644 0.620638 -2.088689 0.13 -0.01 -0.05 0.98
O 3.073973 -0.315378 3.129705 0.13 -0.11 0.04 -0.01
N -5.197786 0.348719 -0.477578 -0.09 0.04 0.17 0.04
N -3.637612 -1.542757 -1.608497 -0.07 0.04 0.12 -0.05
N 1.007718 1.410457 -0.413777 -0.08 -0.13 -0.02 0.17
N -4.202253 2.851587 -0.534795 -0.07 0.00 0.14 -0.03
N 0.643886 0.598718 0.601969 0.12 0.03 0.10 -0.07
N -1.143389 0.818832 -0.611914 0.05 -0.04 -0.12 -0.10
C -2.856830 -2.440040 -2.188936 -0.01 -0.01 -0.01 -0.08
C 1.483810 0.364560 1.783394 -0.01 0.18 0.11 -0.02
C 5.653986 0.797191 -0.748977 0.03 0.05 -0.02 -0.12
C -7.173966 1.040187 0.739584 0.15 -0.01 -0.08 0.12
C 2.842378 -1.792671 1.200571 0.00 -0.09 -0.18 -0.50
C -5.634364 -0.911268 -0.438793 -0.12 0.01 0.06 -0.13
C -5.409837 2.676752 0.070385 0.01 0.20 0.03 -0.18
C 7.999999 1.211417 -0.301420 -0.01 -0.01 -0.03 -0.02
C 6.700755 1.258644 0.098185 -0.05 0.02 -0.04 0.02
C 3.988798 0.608661 1.181842 0.06 0.03 -0.03 -0.09
C -0.076202 1.511185 -1.133789 -0.01 0.06 0.09 -0.20
C 8.308472 0.686521 -1.590181 -0.09 0.00 0.02 -0.60
C 1.777303 -2.584112 1.973963 -0.09 0.04 0.04 -0.03
C -3.687364 4.062053 -0.574753 -0.05 0.07 0.02 -0.06
C 2.871835 -0.322082 1.714158 -0.18 0.04 0.02 -0.43
C -5.550853 5.036438 0.590129 -0.03 -0.02 0.01 0.04
C -7.642810 -0.259387 0.775956 0.00 0.04 0.01 0.05
C 4.202911 -2.455246 1.446755 0.04 -0.01 0.04 -0.02
C 7.274847 0.225479 -2.458539 0.05 0.02 0.03 -0.02
C -4.325592 5.193788 -0.015116 0.10 -0.05 -0.07 0.06
C -5.198209 -3.286389 -1.091160 0.06 0.04 -0.04 0.07
C -6.878810 -1.243902 0.193834 0.13 -0.02 -0.08 0.12
C 4.221722 0.905024 -0.320054 0.02 -0.04 0.04 -0.11
C -5.926959 1.330080 0.101760 -0.18 -0.18 0.07 -0.13
C 2.523218 -1.930754 -0.301536 0.04 0.00 0.06 -0.03
C 5.983648 0.291261 -2.036493 -0.11 -0.02 0.08 0.02
C -4.808197 -1.949738 -1.058354 0.00 -0.06 -0.01 -0.20
C -6.107583 3.762327 0.635551 0.13 -0.08 -0.09 0.09
C -4.368236 -4.225630 -1.701298 -0.05 -0.01 0.03 0.03
C -3.182908 -3.800878 -2.256677 0.07 0.04 -0.04 0.04
C -0.624864 0.253289 0.485158 -0.22 0.07 -0.02 -0.11
H -2.730633 4.175848 -1.071996 0.01 0.03 0.01 0.13
H 4.902082 0.182821 1.598026 0.04 -0.02 -0.02 0.11
H 1.651364 1.335459 2.249118 -0.07 0.03 -0.05 0.15
H 2.173180 -2.946348 -0.492287 0.03 -0.01 0.01 0.10
H 1.742798 -1.248824 -0.644355 -0.01 0.01 -0.01 0.06
H 1.808775 -2.384748 3.044311 0.02 -0.02 -0.02 0.10
H 4.185418 -3.475619 1.062207 -0.01 0.01 0.01 0.11
H 1.938084 -3.652021 1.827621 0.00 0.00 -0.02 0.10
H -6.074265 5.880455 1.019853 -0.01 -0.01 0.00 0.15
H 6.465064 1.673516 1.068529 -0.03 0.00 0.01 0.14
H 5.189477 -0.052205 -2.687004 0.00 0.00 0.01 0.13
H -7.225454 -2.265304 0.220951 0.02 -0.01 -0.01 0.13
H 4.445865 -2.532343 2.508760 0.01 -0.01 -0.02 0.10
H -3.847946 6.163093 -0.076631 0.02 -0.01 -0.02 0.15
H 3.937663 1.944966 -0.528153 -0.03 -0.01 0.02 0.14
H -4.658656 -5.267414 -1.738524 -0.01 0.00 0.00 0.15
H -1.147614 -0.358264 1.202548 0.02 -0.04 -0.02 0.15
H 7.539538 -0.165183 -3.431800 0.02 0.01 0.00 0.13
H -7.755982 1.822483 1.199682 0.00 0.03 0.00 0.13
H -7.070841 3.634752 1.102609 -0.02 -0.01 0.02 0.13
H 0.864568 -0.214868 2.463734 0.06 -0.03 0.01 0.13
H 8.802529 1.569431 0.329433 0.02 -0.01 -0.02 0.14
H 3.844823 1.549466 1.714474 0.05 -0.01 0.02 0.13
H -0.114302 2.104474 -2.035135 0.00 -0.04 -0.02 0.12
H -6.131249 -3.618469 -0.664301 -0.01 -0.01 0.01 0.13
H -8.584151 -0.496848 1.254508 0.00 0.01 0.00 0.15
H 3.920291 -0.724360 3.352111 -0.06 0.04 -0.02 0.12
H 5.018240 -1.936935 0.937429 -0.01 0.01 0.00 0.09
H 0.767935 -2.365862 1.607594 0.00 0.02 0.01 0.07
H 3.401620 -1.789433 -0.929141 0.04 0.07 -0.02 0.08
H 3.595610 0.312449 -0.978707 0.02 -0.08 -0.03 0.09
H -2.511465 -4.493657 -2.745812 0.02 0.02 0.00 0.14
H -1.935005 -2.075975 -2.628360 0.01 -0.03 0.00 0.13
```
Forces are in eV/Å.

Summary:
Total charge: +4
Highest occupied orbital energy (spin up / spin down), eV: -18.69 / -18.20
Relative energy (zero: lowest compared OMol25 entry of this formula, charge and spin), kcal per mole: 0.0
Strongest force on any atom, eV Å⁻¹: 0.3
Orbital gap (spin up / spin down), eV: 6.71 / 3.15

---

Density functional theory data (ωB97M-V/def2-TZVPD) for one molecule with the formula C31H33FN2O7.

Geometry as XYZ:
```
74
Properties=species:S:1:pos:R:3:forces:R:3:nbo_charge:R:1
F -1.701254 2.221427 -0.966108 0.12 0.00 0.03 -0.36
O 2.634586 -3.136619 -0.744587 -0.59 0.05 0.01 -0.51
O -7.336121 -0.759087 -0.442266 0.42 0.02 -0.05 -0.51
O -0.157055 -3.872336 -0.550373 -0.02 0.20 -0.35 -0.51
O 2.818903 2.577920 -1.886644 0.55 -0.13 0.06 -0.64
O 0.761182 0.472138 2.840030 0.22 0.20 0.34 -0.65
O 1.219572 -1.365458 1.597936 -0.01 -0.05 -0.12 -0.52
O -7.837550 0.396162 1.411507 0.07 -0.05 -0.09 -0.59
N 0.807824 1.936337 -2.684333 -0.21 -0.13 -0.49 -0.61
N -0.563915 -0.135378 1.100920 -0.18 -0.23 -0.04 -0.63
C 5.439642 1.392206 1.429301 0.08 0.03 0.03 -0.22
C -3.747587 1.264426 1.934589 0.15 -0.06 -0.13 -0.20
C 3.471419 -0.487631 2.002335 -0.04 -0.02 -0.03 0.05
C -0.665303 -2.031444 -1.843750 0.17 -0.16 0.07 -0.28
C -0.876667 2.056696 0.109287 0.33 0.32 0.18 0.40
C -5.560070 0.241798 0.730449 0.29 0.11 0.09 -0.17
C 1.664073 -2.369303 -1.328029 -0.02 -0.18 0.02 0.24
C -2.841082 0.769770 1.004543 -0.10 0.04 0.10 -0.01
C 3.361060 0.328579 0.886326 -0.06 -0.03 0.05 -0.27
C 4.339077 1.266865 0.600595 0.05 0.06 -0.09 -0.20
C 0.830174 3.583104 -0.923050 0.29 -0.04 -0.08 -0.33
C -7.016811 -0.014085 0.627777 -0.33 0.04 0.11 0.78
C 2.428978 -1.527204 2.330711 0.16 -0.03 0.34 -0.11
C 0.283764 2.694947 0.155155 -0.51 0.02 -0.07 -0.26
C 3.982680 -2.763042 -0.903168 0.35 0.10 -0.05 -0.26
C 1.610625 2.656247 -1.875096 -0.66 0.53 0.06 0.70
C -1.370963 1.072697 1.150795 0.17 -0.02 0.00 -0.15
C 5.557874 0.578632 2.544607 0.10 0.01 0.05 -0.20
C -8.716755 -1.043293 -0.605054 -0.42 0.02 0.11 -0.26
C 1.286389 0.786541 -3.430386 0.06 -0.03 0.07 -0.25
C -5.096708 1.003516 1.800231 -0.26 -0.13 -0.15 -0.16
C 1.944206 -1.217406 -2.054175 0.00 -0.07 -0.03 -0.28
C 0.637749 -4.576938 0.377784 0.20 -0.33 0.37 -0.24
C 4.578964 -0.354842 2.830881 -0.14 -0.08 -0.09 -0.24
C -3.306931 0.014454 -0.066136 -0.03 0.04 0.12 -0.16
C 0.321582 -2.780537 -1.205841 -0.09 0.11 -0.06 0.32
C -0.364907 -0.903216 -2.582673 0.19 0.00 0.02 -0.24
C 1.746039 4.656588 -0.349357 -0.14 -0.09 -0.16 -0.60
C 0.951655 -0.483043 -2.688736 -0.01 -0.02 -0.07 -0.03
C 0.500911 -0.269648 1.926433 -0.29 -0.12 -0.14 0.90
C -4.655041 -0.251249 -0.204878 -0.07 0.00 0.05 -0.17
H 2.963461 -0.878237 -2.145730 0.15 0.02 0.03 0.23
H -0.639840 -0.759569 0.310132 0.09 0.01 -0.03 0.42
H -0.037835 -5.298905 0.836666 0.06 0.05 0.00 0.19
H 2.504700 0.240038 0.231801 -0.08 -0.01 -0.06 0.22
H -9.285912 -0.116684 -0.705487 0.03 -0.10 -0.01 0.19
H 4.274180 -2.754928 -1.958270 -0.01 0.01 0.03 0.18
H 4.191090 -1.786487 -0.455405 -0.01 -0.05 -0.05 0.19
H 4.556684 -3.526770 -0.379741 0.01 0.07 -0.05 0.20
H 6.202202 2.124430 1.209480 0.07 0.06 -0.02 0.21
H 1.460551 -5.104352 -0.107942 -0.10 0.04 0.07 0.19
H -9.095344 -1.593645 0.258877 0.01 0.04 -0.10 0.19
H -5.014168 -0.836531 -1.036439 -0.02 -0.05 -0.07 0.23
H 2.590930 4.191311 0.151863 0.08 0.00 0.05 0.22
H 4.229720 1.892900 -0.271901 -0.02 0.06 -0.06 0.25
H 2.210344 -1.499868 3.404705 0.05 -0.05 -0.17 0.21
H 0.818390 0.790929 -4.419368 0.12 -0.01 0.06 0.21
H -8.800000 -1.643428 -1.507507 0.02 0.03 0.04 0.19
H 0.007680 4.038105 -1.483908 0.05 -0.07 0.03 0.22
H 1.031537 -3.907058 1.143578 -0.01 -0.06 -0.02 0.18
H 6.412881 0.675327 3.197564 0.07 0.01 0.06 0.21
H 2.128068 5.286725 -1.148505 0.08 0.08 -0.01 0.22
H 2.789169 -2.524696 2.059783 -0.10 0.10 0.03 0.20
H 0.913083 2.529882 1.016504 0.04 -0.11 0.22 0.24
H 2.366081 0.903078 -3.537828 -0.13 -0.03 -0.09 0.24
H -5.811864 1.379664 2.515776 -0.06 0.02 0.06 0.24
H -0.191147 2.007310 -2.572037 0.05 0.11 0.17 0.40
H -1.173774 1.502792 2.140372 -0.10 -0.05 -0.26 0.26
H 1.205790 5.275342 0.362662 -0.05 0.06 0.06 0.21
H 4.667871 -0.984215 3.704761 0.02 -0.06 0.13 0.21
H -3.391913 1.854378 2.766234 0.04 0.06 0.09 0.22
H -1.154399 -0.356900 -3.077934 -0.13 0.06 -0.08 0.21
H -2.612241 -0.359641 -0.802158 0.08 -0.05 -0.10 0.20
H -1.680215 -2.389598 -1.758175 -0.11 -0.06 0.03 0.23
```
Forces are in eV/Å.

Summary:
Highest occupied orbital energy, eV: -8.27
Structure (SMILES): COC(=O)c1ccc([C@@H](NC(=O)OCc2ccccc2)/C(F)=C/[C@@H](C)C(=O)NCc2ccc(OC)c(OC)c2)cc1
Relative energy (zero: lowest compared OMol25 entry of this formula, charge and spin), kcal per mole: 0.0
Strongest force on any atom, eV Å⁻¹: 0.8
Orbital gap, eV: 8.68

---

Density functional theory data (ωB97M-V/def2-TZVPD) for C31H33GeN3O3PdS as an isolated structure at a distorted geometry.

Geometry as XYZ:
```
73
Properties=species:S:1:pos:R:3:forces:R:3:lowdin_spin:R:1
Pd -1.981373 0.986135 -0.752509 0.47 2.36 -2.33 0.11
Ge -1.552108 -1.426257 -0.517259 0.92 -2.85 1.51 -0.05
S -2.851821 2.706912 0.420187 0.07 -0.88 0.33 0.89
O -0.501355 0.382965 -4.440201 0.37 0.00 0.03 0.01
O -1.208997 1.633374 -2.748206 0.27 0.30 2.36 0.03
O 0.230306 1.487142 -0.057517 -2.52 0.33 0.56 0.02
N -4.141029 0.831519 -1.999360 1.02 0.13 1.24 0.04
N 2.506407 1.499484 -0.335301 -0.97 0.07 -0.11 0.00
N 3.417905 0.890232 -1.153014 -0.14 -0.58 -0.21 0.00
C -3.917537 1.269008 -3.379272 0.32 0.15 -0.74 0.00
C 1.363057 -0.111976 3.896635 -0.15 0.24 0.24 0.00
C 1.405747 0.212594 -1.785877 0.14 0.34 0.07 0.00
C 1.186710 -2.165311 0.237759 -0.64 -0.03 -0.25 -0.01
C 2.748160 0.138767 -2.055344 -0.38 0.11 0.50 0.00
C 3.861231 1.753100 1.653929 -0.20 0.05 -0.08 0.00
C 4.781939 1.324054 -1.264413 0.52 0.27 -0.16 0.00
C 2.410039 -1.571974 2.212504 -0.01 -0.07 -0.21 -0.01
C -3.229640 -3.523761 0.704200 0.37 -0.01 -0.22 0.00
C 0.082956 -1.455636 0.656399 -0.51 0.53 -0.69 -0.01
C 2.866448 2.235627 0.807471 0.26 0.18 0.55 0.00
C -3.125619 -2.157267 0.484597 0.19 1.16 -0.61 -0.01
C 1.233468 1.103164 -0.690323 1.22 -0.72 -1.27 0.00
C 1.319679 -0.803255 2.669351 -0.39 -0.05 -0.24 0.00
C 3.464851 -0.609894 -3.109803 0.07 0.08 -0.07 0.00
C -0.867300 0.168969 2.277213 -0.30 0.09 0.16 0.00
C -1.365242 0.854080 -3.722892 -1.36 -1.73 -1.95 0.00
C -5.297801 -1.848624 1.471970 -0.15 0.04 0.05 0.00
C -4.358306 -4.050469 1.305085 0.01 -0.04 0.02 0.00
C -2.847367 0.429868 -4.060538 0.73 0.47 0.30 0.00
C 2.349354 -2.225587 1.011475 0.25 -0.04 0.27 0.00
C 0.329683 0.696085 4.289784 0.45 -0.16 0.04 0.00
C -4.166373 -1.323085 0.871796 0.03 0.33 -0.07 0.00
C 2.227263 3.438756 1.077973 0.11 -0.10 -0.15 0.00
C -0.783675 0.859279 3.456603 -0.25 -0.13 -0.42 0.00
C -1.226357 -2.821062 -1.931349 -0.33 1.08 -0.31 -0.01
C 0.153430 -0.704351 1.856952 0.16 -0.03 0.35 0.00
C 4.260054 2.514844 2.736412 0.03 -0.01 -0.01 0.00
C 3.663708 3.741035 2.979034 -0.04 0.02 0.07 0.00
C -5.395907 -3.214842 1.681514 -0.06 0.03 0.02 0.00
C 2.636665 4.190388 2.163846 0.03 -0.07 0.07 0.00
H -2.933022 0.494147 -5.145250 -0.09 -0.11 0.07 0.00
H -4.849685 1.191492 -3.957908 0.05 0.03 0.29 0.00
H -4.086866 -0.247134 0.687334 -0.14 -0.28 0.20 0.00
H 0.369534 1.216660 5.233755 0.05 0.05 0.09 0.00
H 4.978586 1.708561 -2.267116 -0.02 0.02 0.04 0.00
H 3.302745 -1.617615 2.818844 0.10 -0.03 0.08 0.00
H 3.190528 -2.798201 0.650765 0.09 -0.07 0.02 0.00
H -6.108115 -1.198097 1.766402 -0.06 0.06 0.04 0.00
H 2.160002 5.136776 2.361430 -0.05 0.12 0.05 0.00
H -6.283845 -3.633874 2.129096 -0.08 0.00 0.07 0.00
H -1.733712 0.316454 1.626380 0.13 -0.12 0.32 0.00
H -1.574184 1.532793 3.749338 -0.14 0.04 0.01 0.00
H 5.460517 0.492818 -1.069381 0.01 0.06 0.07 0.00
H 4.207424 -1.275846 -2.671223 0.04 -0.06 -0.03 0.00
H 2.759787 -1.187880 -3.699132 -0.02 -0.01 -0.03 0.00
H -0.591088 -2.458085 -2.734792 0.09 0.00 -0.09 0.00
H 3.981011 0.083611 -3.771947 0.06 -0.02 -0.13 0.00
H -3.615127 2.320792 -3.358296 -0.06 -0.18 0.02 0.00
H 2.228091 -0.240128 4.530021 0.12 0.03 0.07 0.00
H 5.038538 2.146834 3.387747 0.07 0.00 0.05 0.00
H -4.430672 -5.115409 1.466096 0.00 -0.08 0.04 0.00
H -0.770680 -3.705992 -1.492983 0.07 0.14 0.35 0.00
H -4.514041 -0.117722 -1.986467 0.10 0.13 0.23 0.00
H -2.424989 -4.177409 0.402541 0.06 -0.17 -0.02 0.00
H -2.180302 -3.119012 -2.359325 -0.10 0.06 -0.01 0.00
H 0.627907 -0.251831 -2.357383 -0.09 -0.01 -0.15 0.00
H 1.152912 -2.700848 -0.700084 0.09 -0.01 -0.10 0.00
H 4.316384 0.793125 1.460133 0.03 -0.10 -0.04 0.00
H 3.998534 4.343225 3.807488 0.01 0.08 0.13 0.00
H -4.809941 1.452621 -1.543757 0.14 -0.28 0.07 0.01
H 4.967096 2.119179 -0.546273 0.05 -0.09 -0.09 0.00
H 1.433525 3.782154 0.434858 -0.05 0.03 -0.12 0.00
H -2.948102 -0.620187 -3.770421 -0.07 -0.10 -0.16 0.00
```
Forces are in eV/Å.

Summary:
Total charge: +1
Highest occupied orbital energy (spin up / spin down), eV: -10.64 / -10.64
Relative energy (zero: lowest compared OMol25 entry of this formula, charge and spin), kcal per mole: 11.9
Strongest force on any atom, eV Å⁻¹: 3.4
Spin multiplicity: 2
Orbital gap (spin up / spin down), eV: 4.29 / 4.64